9
Properties=species:S:1:pos:R:3:forces:R:3 method="wB97M-V/def2-TZVPD" total_energy_ha=-209.1114 smiles="C=N.C=O" gap_ev=10.9 de_lowest_kj_mol=291.22
C 1.59862 -1.64842 0.49099 -1.066 3.448 0.987
N 1.38712 -0.98448 1.62625 1.961 -1.976 -3.625
H 0.78060 -2.22915 -0.02014 1.016 -0.045 0.758
H 2.42522 -1.25535 -0.21037 -0.946 -1.018 1.431
H 0.54282 -1.31149 2.04063 -0.979 -0.402 0.439
C -1.73373 1.91045 -0.94401 1.764 -1.024 -1.564
O -1.75683 1.61366 -2.11801 -1.142 0.119 0.435
H -2.50027 1.63245 -0.21784 -0.390 0.297 0.071
H -0.74356 2.27233 -0.64750 -0.218 0.601 1.069

54
Properties=species:S:1:pos:R:3:forces:R:3 method="wB97M-V/def2-TZVPD" total_energy_ha=-4568.1822 charge=-1 spin_multiplicity=3 gap_ev="5.7 / 7.4" s_squared=2.020 de_lowest_kj_mol=1.30
Ti -0.28079 -0.62356 -1.02265 -0.351 0.354 -0.110
N 1.83425 0.18972 -0.61965 -0.008 0.055 0.056
C 2.81061 -0.65396 -1.33241 0.000 -0.011 -0.023
C 2.45884 -2.11646 -1.11000 0.011 0.015 -0.004
N 1.04806 -2.37329 -1.43890 0.037 -0.028 -0.023
H 1.94385 1.16382 -0.88766 -0.022 0.006 -0.017
H 1.96278 0.11973 0.38582 0.019 0.016 -0.006
H 3.83671 -0.46134 -1.00367 -0.001 -0.003 0.001
H 2.72943 -0.40617 -2.39095 -0.002 0.013 -0.006
H 2.58805 -2.37888 -0.05796 -0.012 0.007 -0.027
H 3.13808 -2.74696 -1.68998 0.003 -0.007 0.003
H 0.68913 -3.07871 -0.78264 0.066 0.003 -0.017
H 0.92061 -2.66847 -2.39840 0.010 0.027 -0.019
C -3.86203 0.11700 0.52376 -0.011 0.019 -0.006
C -3.06570 0.17040 -0.77718 -0.030 0.008 0.022
C -3.71494 1.11049 -1.78658 0.031 0.002 -0.009
O -1.74621 0.60004 -0.51069 0.317 -0.264 -0.098
C -3.02277 -1.25724 -1.37654 0.034 -0.009 -0.013
O -4.04362 -1.83838 -1.68753 -0.017 0.022 0.019
O -1.81476 -1.73567 -1.50428 -0.103 -0.078 -0.019
H -3.91996 1.11654 0.96109 0.001 -0.002 0.001
H -3.37289 -0.54727 1.23940 -0.001 0.001 0.001
H -4.86809 -0.25570 0.33288 0.003 -0.001 -0.004
H -3.79940 2.10916 -1.35132 -0.001 0.002 -0.001
H -4.70537 0.74717 -2.06079 0.002 -0.003 0.004
H -3.09456 1.16984 -2.68272 -0.004 0.001 -0.005
H -1.25191 0.90701 0.92776 -0.087 0.038 -0.093
O 0.70174 -3.40314 1.03683 -0.027 -0.059 0.078
C 0.37178 -2.37468 1.65975 -0.152 -0.043 0.061
N -0.08825 -1.19397 1.07082 0.183 -0.051 0.094
C -0.33800 -0.30458 2.06771 -0.070 0.004 0.002
O -0.80686 0.91699 1.83728 0.072 -0.020 0.130
C -0.05338 -0.84728 3.34256 0.000 0.004 0.010
C -0.15059 -0.35564 4.65485 0.010 -0.002 -0.008
C 0.21465 -1.18888 5.68599 -0.001 -0.005 0.002
C 0.66860 -2.50738 5.44358 -0.003 0.000 -0.002
C 0.75577 -3.00007 4.15713 0.019 0.005 0.002
C 0.39504 -2.16711 3.10114 0.057 0.024 -0.018
H -0.50402 0.65031 4.84393 0.002 0.000 0.001
H 0.15155 -0.83451 6.70811 -0.001 0.000 0.000
H 0.94525 -3.13361 6.28291 -0.005 -0.002 0.000
H 1.09436 -4.01018 3.96073 -0.002 -0.001 0.001
Se 0.12710 0.26607 -3.51070 0.004 -0.050 0.025
C 0.88008 1.95739 -3.03057 0.019 0.008 0.020
C 0.24465 2.78801 -2.10012 0.002 -0.002 0.003
C 0.82505 3.98494 -1.70377 0.006 -0.002 -0.003
C 2.04513 4.38939 -2.23257 -0.001 0.001 -0.002
C 2.67698 3.58066 -3.16725 -0.005 0.000 -0.001
C 2.10248 2.37806 -3.55978 0.002 -0.009 0.001
H -0.70132 2.47160 -1.67553 0.005 0.015 -0.006
H 0.31834 4.60407 -0.97290 0.000 0.001 0.001
H 2.49622 5.32306 -1.92069 0.001 0.001 0.001
H 3.62703 3.88346 -3.59231 0.000 0.000 -0.001
H 2.60324 1.74818 -4.28538 0.002 -0.001 0.003

122
Properties=species:S:1:pos:R:3:forces:R:3 method="wB97M-V/def2-TZVPD" total_energy_ha=-2428.5265 gap_ev=10.0 de_lowest_kj_mol=759.61
C -5.09433 3.54599 -5.50131 -0.741 -1.394 0.701
O -5.54926 4.49265 -6.42685 0.626 0.785 -0.218
H -5.97687 3.13323 -5.01258 -0.034 -0.326 0.315
H -4.56416 2.70060 -5.93987 0.138 0.019 -0.355
H -4.45980 3.88740 -4.68344 -0.003 0.899 -0.463
H -6.05019 4.02682 -7.10040 0.015 0.015 0.023
C -2.74093 -6.82786 5.67523 -0.109 0.039 0.722
O -2.41414 -5.47144 5.99414 0.104 -0.199 -0.566
H -1.92198 -7.48645 5.96450 0.024 -0.170 -0.008
H -3.62679 -7.06488 6.26445 -0.137 -0.515 -0.205
H -2.94960 -7.00666 4.62044 0.058 0.588 0.034
H -2.33450 -5.47031 6.95083 0.073 0.265 0.022
C 0.68105 6.42461 -5.50678 -1.847 0.287 0.711
O 1.79314 6.74949 -6.25601 1.262 -0.404 -0.334
H 0.82916 5.51148 -4.93027 -0.158 -0.075 0.056
H 0.43935 7.24401 -4.82982 -0.058 0.000 0.367
H -0.20437 6.30720 -6.13157 0.066 -0.184 -0.209
H 2.46143 6.24963 -5.78151 0.732 0.374 -0.589
C -0.62238 -3.52666 -8.47386 0.041 0.313 -0.044
C -0.39650 -2.17137 -7.82792 -0.105 0.714 -0.467
O 0.89343 -1.98962 -7.28434 0.072 -0.407 0.366
O 0.19077 -3.68110 -9.64064 0.220 -0.244 0.446
H -1.67155 -3.66609 -8.73444 -0.187 0.109 0.055
H -0.36277 -4.30285 -7.75397 0.228 -0.114 -0.204
H -1.14332 -1.92367 -7.07360 0.106 -0.359 0.259
H -0.48877 -1.38281 -8.57475 -0.506 0.005 -0.458
H 1.48827 -2.00108 -8.03776 0.265 -0.093 0.012
H -0.19464 -3.18970 -10.36973 -0.131 0.073 0.040
C 3.19601 4.98615 7.45649 0.300 -2.175 -1.093
C 2.73654 3.70907 6.62702 0.598 1.285 0.755
O 3.70316 2.68762 6.87350 0.060 0.235 0.312
O 3.03098 4.74981 8.83856 -0.461 0.577 -0.033
H 2.69718 5.88764 7.10069 -0.298 -0.117 0.465
H 4.25819 5.08016 7.23056 0.204 0.242 -0.095
H 2.72729 3.94836 5.56365 -0.240 0.088 -0.081
H 1.75719 3.40951 7.00015 -0.183 -0.025 -0.197
H 3.47177 1.88673 6.39743 -0.128 0.017 -0.016
H 3.36714 3.86851 9.01720 0.146 -0.132 -0.021
C -0.02299 0.13096 -0.04669 -0.603 0.096 -1.908
C -0.24621 -1.33616 -0.54201 -0.636 0.561 1.649
O -0.80340 -2.02696 0.58485 -0.256 -0.322 0.117
O -1.20246 0.92964 0.16737 0.283 -0.774 0.190
H 0.37784 0.68857 -0.89316 0.746 -0.168 0.088
H 0.66833 0.14921 0.79584 -0.108 -0.082 0.079
H 0.68393 -1.84771 -0.78951 0.252 0.413 -0.240
H -0.96786 -1.46361 -1.34891 0.282 0.659 -0.356
H -1.55794 -2.52302 0.25898 0.002 -0.108 0.263
H -1.65072 0.67525 0.97727 0.037 -0.277 0.125
C -4.25710 -9.15893 -4.28672 -0.136 -1.533 1.171
C -3.30229 -8.39637 -3.33378 -1.430 -1.258 -0.827
O -3.81905 -7.10540 -3.18557 0.691 0.762 0.058
O -4.08427 -8.91981 -5.66330 0.308 0.653 -0.108
H -5.30274 -8.99394 -4.02691 0.018 0.505 -0.032
H -4.14726 -10.23683 -4.16768 0.227 -0.259 0.474
H -2.31646 -8.55923 -3.76933 0.492 0.905 -0.102
H -3.25232 -8.83051 -2.33521 -0.270 -0.204 -0.051
H -4.18059 -6.85529 -4.03899 0.030 0.270 -0.127
H -3.32295 -9.45729 -5.89371 0.075 0.167 -0.455
C 3.96165 -5.99222 3.95597 -0.357 1.413 -1.339
C 3.70420 -5.02626 5.08863 0.160 -0.746 0.715
O 3.02578 -3.82626 4.72280 0.312 -0.739 -0.251
O 2.69797 -6.33562 3.31419 1.146 -0.571 0.751
H 4.60113 -6.83215 4.22738 -0.897 -0.495 0.336
H 4.60184 -5.47913 3.23834 -0.066 0.239 -0.419
H 4.64908 -4.78072 5.57342 -0.043 0.233 -0.013
H 3.08735 -5.58286 5.79417 -0.034 0.102 0.418
H 2.12731 -4.13800 4.59174 -0.365 0.470 -0.033
H 2.32812 -5.51690 2.97580 0.123 0.104 -0.170
C -5.45416 2.59220 6.23860 -0.937 0.424 1.091
C -5.31844 1.12968 5.98837 -0.391 0.185 -0.424
O -4.22713 0.99304 5.12561 0.921 -0.783 -0.312
H -6.37511 2.70006 6.81159 -0.190 0.365 0.043
H -5.56490 3.17511 5.32424 0.173 -0.175 -0.028
H -4.66911 3.00564 6.87175 0.220 -0.090 -0.254
H -6.22042 0.76232 5.49890 -0.274 -0.047 -0.136
H -5.21913 0.52800 6.89182 0.252 0.181 0.296
H -3.95575 0.07329 5.17049 0.237 -0.065 -0.289
C -8.32845 2.50577 0.17457 0.086 0.364 0.039
C -9.71131 2.49696 -0.44257 -0.540 -0.518 -0.660
O -10.49145 1.41443 0.05161 0.002 -0.407 0.900
H -7.81967 1.54369 0.11410 -0.288 -0.114 0.001
H -8.34637 2.83622 1.21311 -0.172 -0.221 0.090
H -7.67861 3.21927 -0.33212 -0.117 0.086 -0.222
H -9.70555 2.30598 -1.51570 0.663 0.480 -0.319
H -10.27536 3.41745 -0.29209 0.350 0.339 0.185
H -11.41577 1.58703 -0.14189 0.020 -0.008 -0.013
C 4.37399 -6.74953 -4.51091 0.666 -0.209 1.185
C 5.85415 -6.84989 -3.99243 -0.951 -0.088 -0.486
O 6.60264 -7.60208 -4.90569 0.321 -0.492 -1.662
H 3.75175 -6.32139 -3.72502 0.084 0.082 0.243
H 3.96938 -7.74985 -4.66503 0.146 0.010 -0.321
H 4.19785 -6.10557 -5.37253 0.525 -0.249 -0.178
H 5.94996 -7.44690 -3.08551 -0.685 0.658 0.672
H 6.27134 -5.84841 -3.88704 -0.008 0.095 0.288
H 7.55154 -7.52429 -4.78269 -0.100 0.194 0.260
C 4.93183 7.15636 0.74036 -0.148 0.613 1.023
C 5.03230 8.52240 0.08166 0.646 -0.712 -2.052
O 6.41084 8.92584 0.06564 0.206 0.136 1.166
H 3.99998 6.60831 0.60108 -0.090 0.285 -0.534
H 4.93584 7.36711 1.80978 0.420 -0.392 0.249
H 5.76596 6.50755 0.47320 -0.005 0.191 -0.013
H 4.34241 9.27098 0.47125 0.144 -0.032 0.292
H 4.88376 8.42047 -0.99335 -1.084 -0.107 -0.117
H 6.47235 9.86892 -0.10293 -0.094 0.017 -0.014
C 7.73624 -0.35304 1.31473 0.258 0.441 -1.005
C 7.71719 -1.08044 -0.03787 -0.006 -0.220 0.898
O 8.02742 -0.17565 -1.10366 -0.022 -0.483 0.647
H 7.46156 -0.99379 2.15263 -0.219 0.010 -0.192
H 7.11903 0.54267 1.24510 -0.243 -0.122 0.276
H 8.75192 0.00171 1.48983 0.074 -0.021 0.054
H 6.77359 -1.59607 -0.21637 -0.399 0.308 -0.026
H 8.42593 -1.90040 0.07803 0.511 -0.018 -0.486
H 8.04698 -0.70477 -1.90444 0.042 0.104 -0.165
C -1.36007 9.03816 2.85895 0.771 0.135 -0.336
C -1.63141 7.59608 2.59403 -0.705 -0.764 -0.108
O -1.62369 7.36957 1.19881 0.231 0.102 -0.681
H -0.32544 9.27702 2.61282 0.152 0.010 0.208
H -1.55505 9.27103 3.90578 -0.107 0.260 -0.168
H -1.94271 9.62121 2.14574 -0.349 0.146 0.391
H -2.63525 7.36699 2.95169 -0.148 -0.155 0.335
H -0.93942 6.88537 3.04586 0.202 0.264 0.448
H -1.60112 6.42152 1.04946 -0.043 -0.008 -0.089

71
Properties=species:S:1:pos:R:3:forces:R:3 method="wB97M-V/def2-TZVPD" total_energy_ha=-3410.8659 charge=-2 gap_ev=3.2
C -0.66433 0.65537 -4.12212 0.452 -1.245 -0.912
C -1.48679 -0.52269 -4.06236 1.217 0.777 0.128
C -0.65931 -1.65043 -3.85004 0.700 1.173 -0.177
C -2.94479 -0.53348 -4.31022 -0.433 0.016 0.269
C 0.69521 -1.20887 -3.80164 -0.509 1.634 -0.742
C 0.70608 0.23721 -3.98314 -0.568 -1.376 -1.316
C 1.88254 1.11262 -4.24691 0.191 0.258 -0.003
C -1.07363 1.97955 -4.66094 -0.146 0.368 0.089
C -1.10994 -3.06275 -3.84042 -0.041 -0.142 0.340
C 1.90903 -2.06438 -3.86634 0.213 -0.260 0.345
Zr -0.08495 0.30574 -1.81826 -0.670 -1.659 4.145
Cl -2.24016 -0.81618 -0.91374 -0.269 -0.148 -0.510
Cl -1.14540 2.38463 -1.28763 -0.603 1.022 -0.470
Cl 0.98395 -1.42600 -0.27820 1.214 -2.180 -1.919
H -3.39536 0.39294 -3.94734 -0.076 -0.117 0.033
H -3.42041 -1.36967 -3.79716 -0.065 0.077 0.075
H -3.17349 -0.61981 -5.37820 0.084 0.001 -0.071
H -2.03220 -3.15841 -3.26239 0.079 -0.127 0.050
H -0.33564 -3.69159 -3.39694 -0.197 -0.093 0.063
H -1.29688 -3.42476 -4.85758 -0.021 0.023 0.001
H 1.71817 -3.03678 -3.39292 0.283 0.276 0.025
H 2.75811 -1.57264 -3.37665 -0.157 -0.281 0.076
H 2.20070 -2.25139 -4.91051 -0.105 0.035 0.079
H 2.82258 0.57027 -4.08914 -0.159 0.152 -0.127
H 1.87552 1.96981 -3.56997 0.095 -0.064 -0.162
H 1.84343 1.52184 -5.25522 0.177 -0.148 -0.364
H -2.05629 2.27694 -4.27742 0.232 0.110 -0.060
H -1.12254 1.93428 -5.75806 -0.045 0.033 0.042
H -0.33960 2.74991 -4.39285 -0.298 -0.085 0.022
O 1.63117 1.22561 -1.52944 0.627 0.122 -0.490
H 2.55557 1.46699 -1.65071 -0.506 -0.302 0.124
C 3.64044 -0.01760 1.28470 0.621 0.085 -0.182
Si 2.14262 0.79158 2.09428 -2.279 0.170 -0.230
C 2.58860 0.92668 3.93212 0.558 0.331 -0.028
C 1.76615 2.42695 1.22749 1.679 0.274 -0.591
Si -0.01326 0.03751 1.59970 -0.810 1.927 -0.065
Si -0.14929 -1.79815 2.93722 -0.721 1.554 -1.119
C -0.49087 -1.39293 4.75440 0.029 -0.674 0.195
C -1.58991 -2.78216 2.21964 0.184 -0.737 0.611
C 1.44447 -2.76656 2.81874 0.153 -0.847 0.493
Si -1.57845 1.56760 2.69152 1.433 -1.098 -0.004
C -0.96788 2.11959 4.41240 -0.601 0.447 0.450
C -2.10903 3.19547 1.87863 -0.274 0.207 -0.072
C -3.15880 0.51754 2.83554 -0.386 0.365 0.225
H 4.54051 0.28909 1.85142 -0.129 -0.140 -0.219
H 3.76539 0.31578 0.23647 -0.152 -0.228 0.445
H 3.58284 -1.11714 1.28854 0.005 0.384 -0.065
H 3.58567 1.39484 3.98061 -0.075 0.014 0.336
H 1.87114 1.51372 4.52059 0.209 -0.205 -0.211
H 2.67033 -0.07770 4.36272 -0.039 0.079 -0.002
H 1.73746 2.17114 0.15542 -0.053 -0.078 0.573
H 0.79922 2.89377 1.39319 0.154 0.128 0.538
H 2.63827 3.09572 1.30328 -0.319 0.635 0.204
H -1.41677 -0.83730 4.92147 0.129 -0.066 -0.151
H -0.58562 -2.36723 5.25036 -0.028 -0.001 0.372
H 0.33640 -0.84538 5.21520 -0.051 -0.027 -0.097
H -1.37534 -3.08311 1.18963 0.049 0.121 0.117
H -1.68580 -3.67511 2.84811 -0.409 -0.340 -0.134
H -2.53189 -2.22625 2.22312 0.210 -0.011 0.053
H 1.39354 -3.46967 1.98189 0.028 0.077 0.031
H 2.35785 -2.17569 2.70508 -0.289 0.060 0.064
H 1.52206 -3.34556 3.75135 0.246 -0.154 -0.100
H 0.04719 2.53021 4.36746 -0.193 -0.068 -0.135
H -1.62945 2.92006 4.77871 0.050 0.072 0.222
H -0.97678 1.31909 5.15963 0.071 0.042 -0.159
H -2.79511 3.01927 1.04136 0.237 -0.016 0.037
H -2.64323 3.82919 2.60423 0.060 -0.124 0.035
H -1.26124 3.77784 1.50264 -0.099 -0.121 -0.022
H -3.44160 0.14905 1.83827 0.126 0.096 0.198
H -3.05384 -0.34470 3.50580 0.057 0.171 -0.145
H -3.97634 1.14667 3.22154 -0.079 -0.154 -0.050